Below is C30H44N2O4P2V as an isolated structure at a distorted geometry, with properties calculated with ωB97M-V/def2-TZVPD.

Geometry as XYZ:
```
83
C30H44N2O4P2V ωB97M-V/def2-TZVPD
V -1.0990 -0.4289 -0.6574
C -3.7478 1.3859 0.5183
C -3.0987 2.5248 -0.2645
C -3.2677 3.8447 0.4842
P -1.3535 2.0473 -0.6261
C -0.7786 3.0161 -2.0839
C 0.7456 2.9280 -2.1684
C -1.2626 4.4564 -2.2147
C -0.3877 2.4272 0.8386
C -0.0670 3.7149 1.2696
C 0.7567 3.9406 2.3579
C 1.0920 5.3319 2.8238
C 1.2739 2.8151 2.9981
C 0.9718 1.5299 2.5923
C 0.1150 1.2938 1.5057
N -0.1808 0.0224 0.9886
C 0.4287 -1.1218 1.5748
C 0.3130 -1.4205 2.9352
C 0.8730 -2.5693 3.4592
C 1.5664 -3.4710 2.6497
C 2.2025 -4.7056 3.2311
C 1.6488 -3.1933 1.2925
C 1.0961 -2.0362 0.7470
P 1.0545 -1.5495 -1.0406
C 1.2938 -2.1868 -2.8219
C 1.6041 -0.9429 -3.6771
C 0.0973 -2.8811 -3.4807
C 2.6994 -0.6103 -0.9739
C 3.8409 -1.6058 -0.7400
C 2.8043 0.5248 0.0339
H -4.7766 1.6456 0.7775
H -3.2119 1.1998 1.4539
H -3.7806 0.4558 -0.0452
H -3.5731 2.5917 -1.2501
H -2.8345 3.7721 1.4832
H -4.3324 4.0593 0.5983
H -2.8089 4.6925 -0.0230
H -1.2017 2.4350 -2.9113
H 1.2161 3.5243 -1.3840
H 1.0890 3.3015 -3.1349
H 1.0991 1.9016 -2.0565
H -0.8808 5.0864 -1.4097
H -2.3500 4.5252 -2.2241
H -0.8978 4.8736 -3.1559
H -0.4699 4.5664 0.7337
H 0.6646 6.0816 2.1582
H 2.1715 5.4897 2.8576
H 0.7039 5.5180 3.8271
H 1.9498 2.9475 3.8364
H 1.4384 0.7031 3.1076
H -0.2495 -0.7512 3.5747
H 0.7586 -2.7792 4.5171
H 1.5354 -5.2001 3.9387
H 3.1207 -4.4573 3.7680
H 2.4588 -5.4206 2.4498
H 2.1386 -3.9042 0.6385
H 2.1418 -2.8756 -2.8274
H 1.1237 -0.0483 -3.2730
H 1.1900 -1.0938 -4.6738
H 2.6682 -0.7439 -3.7871
H -0.7390 -2.1849 -3.5880
H -0.2390 -3.7684 -2.9673
H 0.4094 -3.1798 -4.4845
H 2.8486 -0.1681 -1.9548
H 3.8322 -1.9681 0.2891
H 4.8031 -1.1161 -0.9072
H 3.7942 -2.4717 -1.4047
H 2.7855 0.1574 1.0595
H 2.0089 1.2549 -0.0791
H 3.7558 1.0455 -0.1091
O -2.0344 -0.4139 -2.1981
O -2.6249 0.1149 -3.2100
O 0.0501 -3.7297 -0.8935
C -1.0943 -3.6079 -0.4628
C -1.9914 -4.7824 -0.1094
C -3.2551 -4.1126 0.4190
C -2.9722 -2.6270 0.2465
O -3.7391 -1.7260 0.5173
N -1.7018 -2.4230 -0.2465
H -1.4804 -5.4122 0.6183
H -2.1515 -5.3818 -1.0058
H -3.4351 -4.3049 1.4765
H -4.1644 -4.3715 -0.1209
```

Calculated values
2S+1: 2
ΔE to the lowest compared entry with this formula, charge and spin, kcal per mole: 74.9
DFT total energy, eV: -87258.2507

=====

Below is a 6-piece molecular cluster, C30H45BrF3N5O22P3 overall, with properties calculated with ωB97M-V/def2-TZVPD.

Geometry as XYZ:
```
109
C30H45BrF3N5O22P3 ωB97M-V/def2-TZVPD
N 2.9758 0.4531 -0.4938
P 3.2254 -0.3440 0.7735
O 3.7909 0.3963 2.0716
O 4.2154 -1.5822 0.6219
N 1.7952 -1.2013 1.3379
C 0.6328 -0.7492 1.9743
N 0.2360 0.4979 2.2501
C 0.9458 1.6967 1.7654
C 0.1201 2.9949 1.7391
C 0.7834 3.9987 0.8475
F 1.5374 4.9366 1.4364
C 0.6685 4.0083 -0.4643
F -0.1034 3.1624 -1.1054
F 1.2807 4.8153 -1.2780
P -1.2849 0.5315 3.1838
P -2.7526 0.6919 1.5567
O -3.9342 -0.0528 1.9916
O -2.9126 2.2237 1.1811
O -1.9889 0.0178 0.3187
N -0.1583 -1.7820 2.2781
C 0.4144 -2.8642 1.8081
C -0.2676 -4.1854 1.8886
C -1.2147 -4.3462 0.6924
O -2.4015 -4.4051 0.8141
N 1.5901 -2.6035 1.2232
C 2.4442 -3.5618 0.5450
C 2.4583 -3.3044 -0.9501
O 1.7536 -2.5493 -1.5309
Br 3.7716 -4.3991 -1.8349
H 3.2530 1.4276 -0.4759
H 3.4999 0.0623 2.9308
H 4.9481 -1.5508 1.2524
H 1.8238 1.8813 2.3892
H 1.2904 1.5142 0.7507
H 0.0144 3.4283 2.7340
H -0.8729 2.8104 1.3308
H -1.1862 1.8487 3.6648
H -3.6284 2.3755 0.5203
H -1.6503 0.6483 -0.3325
H -0.8790 -4.1689 2.7921
H 0.4203 -5.0318 1.8929
H -0.7355 -4.4211 -0.3035
H 3.4571 -3.5441 0.9335
H 2.0689 -4.5805 0.6992
C -2.7267 7.3153 0.4909
C -2.9469 6.3900 -0.6683
C -4.2530 6.5595 -1.4152
O -4.4931 5.2293 -1.9155
C -3.8860 4.3712 -1.0888
O -4.0485 3.1805 -1.1183
O -3.0732 5.0054 -0.2327
H -1.8534 7.0094 1.0671
H -2.5715 8.3236 0.1150
H -3.5852 7.3111 1.1649
H -2.1057 6.4312 -1.3643
H -4.2015 7.2611 -2.2408
H -5.0741 6.8265 -0.7471
C 7.7698 -1.2988 -4.5443
C 8.0337 -2.4520 -3.6142
C 7.2550 -2.4511 -2.3137
O 8.1361 -3.1475 -1.4278
C 9.4079 -2.9674 -1.8800
O 10.3833 -3.2539 -1.2709
O 9.3848 -2.4154 -3.1140
H 8.4924 -1.2946 -5.3586
H 6.7686 -1.3805 -4.9678
H 7.8548 -0.3490 -4.0150
H 7.9046 -3.4061 -4.1336
H 6.3017 -2.9699 -2.3527
H 7.1093 -1.4361 -1.9331
C 5.2044 -8.9622 -0.5389
C 4.1100 -8.8248 0.4825
C 2.7761 -9.4539 0.1270
O 1.8456 -8.6067 0.8356
C 2.4166 -7.4099 0.9694
O 1.8368 -6.4225 1.3462
O 3.7090 -7.4328 0.6369
H 6.0547 -8.3357 -0.2739
H 5.5389 -9.9979 -0.5853
H 4.8546 -8.6588 -1.5264
H 4.4450 -9.1669 1.4641
H 2.6605 -10.4820 0.4544
H 2.5573 -9.3757 -0.9393
C -4.8998 12.1339 -4.8730
C -4.9237 11.0186 -3.8638
C -5.4758 11.3671 -2.4953
O -4.7624 10.4558 -1.6425
C -3.5885 10.1668 -2.2436
O -2.6855 9.5932 -1.7131
O -3.5811 10.6076 -3.5128
H -4.3337 11.8373 -5.7544
H -5.9159 12.3810 -5.1794
H -4.4293 13.0240 -4.4542
H -5.4343 10.1401 -4.2678
H -6.5454 11.2116 -2.3908
H -5.2182 12.3862 -2.2001
C -4.5200 -4.3659 3.3773
C -5.6480 -5.1940 3.9332
C -5.7277 -6.6231 3.4334
O -7.1274 -6.8997 3.5246
C -7.7924 -5.7208 3.4116
O -8.9635 -5.6163 3.2588
O -6.9218 -4.6862 3.4981
H -4.6437 -3.3184 3.6510
H -3.5667 -4.7212 3.7713
H -4.4930 -4.4216 2.2906
H -5.6456 -5.1746 5.0274
H -5.1699 -7.3378 4.0329
H -5.4238 -6.6997 2.3861
```

Calculated values
ΔE to the lowest compared entry with this formula, charge and spin, kcal per mole: 0.0
Charge: +1
DFT total energy, eV: -190394.8384

=====

Below is C30H45BrO2P2Sm as an isolated structure at a distorted geometry, with properties calculated with ωB97M-V/def2-TZVPD.

Geometry as XYZ:
```
81
C30H45BrO2P2Sm ωB97M-V/def2-TZVPD
Sm -0.4014 -0.1273 -0.1786
C 0.8593 3.1548 1.1149
C 0.7529 2.9827 -0.2934
C -1.3573 3.3474 0.5637
C -0.4402 3.3732 1.6415
C -0.6274 3.0969 -0.6382
C 2.1218 3.1345 1.8792
H 2.7923 2.3205 1.5694
H 1.9323 2.9999 2.9482
H 2.6873 4.0728 1.7735
C -0.7937 3.6185 3.0582
H 0.0989 3.6432 3.7019
H -1.4684 2.8250 3.4261
H -1.3231 4.5821 3.1594
C -2.8053 3.5810 0.6893
H -3.0895 4.6154 0.4354
H -3.1588 3.3706 1.7088
H -3.3641 2.9155 0.0195
C -1.2279 3.0149 -1.9923
H -1.3472 4.0090 -2.4584
H -2.2272 2.5492 -1.9656
H -0.5979 2.4235 -2.6713
C 1.8667 2.7787 -1.2566
H 2.2300 3.7356 -1.6754
H 1.5625 2.1471 -2.1099
H 2.7176 2.2829 -0.7692
C 1.5242 -3.3713 0.3950
C 2.9618 -3.0005 0.4713
C 3.8004 -3.3793 -0.7759
C 3.1845 -3.1975 -2.1624
C 2.1903 -2.0660 -2.2561
C 0.8253 -2.5412 -2.6756
C 0.2487 -3.7594 -1.9017
C 0.9252 -4.2769 -0.5800
H 4.0549 -4.4408 -0.6644
H 2.7327 -4.1310 -2.5308
H 4.7588 -2.8468 -0.7890
H 1.5915 -5.1067 -0.8658
H 0.9649 -3.2829 1.3340
H 3.4887 -3.5111 1.3073
H 0.0985 -4.7745 -0.0307
H -0.8211 -3.6142 -1.6958
H 0.8550 -2.8581 -3.7417
H 0.3036 -4.6093 -2.6109
H 3.9984 -2.9990 -2.8918
H 2.5735 -1.3570 -3.0081
P 3.1320 -1.2123 0.9535
C 2.7214 -1.2501 2.7258
C 4.4504 -0.2441 0.2446
P 0.0109 -0.9241 -2.8367
C 1.7591 -0.6986 -0.0974
C 0.4884 -0.1002 -4.3588
C -1.7374 -1.3323 -2.7253
H 1.7721 -0.6986 2.8828
H 3.5154 -0.7381 3.3006
H 2.6225 -2.2805 3.1389
H 4.5917 -0.4463 -0.8293
H 5.4020 -0.3889 0.7699
H 4.1182 0.7967 0.3628
H -1.9770 -2.2812 -2.2172
H -2.0190 -1.3958 -3.7846
H -2.3040 -0.5276 -2.2168
H 0.9735 -1.4787 0.2760
H 2.0431 -1.3090 -1.1238
H -0.2099 0.7505 -4.4347
H 0.4140 -0.7263 -5.2631
H 1.5102 0.3117 -4.2883
Br -5.0812 1.1810 -0.5079
C -5.1309 0.6942 1.3298
C -6.3800 0.7358 1.9549
C -6.5099 0.4503 3.3147
C -5.3658 0.1767 4.0723
C -4.1093 0.1238 3.4620
C -3.9905 0.3022 2.0712
C -2.6915 0.0334 1.3841
O -1.5368 0.1921 1.9524
O -2.7247 -0.3652 0.1585
H -7.2560 0.9810 1.3697
H -7.4964 0.4384 3.7696
H -5.4551 -0.0025 5.1450
H -3.2015 -0.0916 4.0375
```

Calculated values
2S+1: 6
ΔE to the lowest compared entry with this formula, charge and spin, kcal per mole: 139.6
Charge: +1
DFT total energy, eV: -142445.0635

=====

Question: Number 1 is which compound?
Answer: C30H44N2O4P2V

=====

Question: Which of these has the highest ΔE to the lowest compared entry with this formula, charge and spin?
Answer: C30H45BrO2P2Sm

=====

Please write out number 3 again, unchanged.
Below is C30H45BrO2P2Sm as an isolated structure at a distorted geometry, with properties calculated with ωB97M-V/def2-TZVPD.

Geometry as XYZ:
```
81
C30H45BrO2P2Sm ωB97M-V/def2-TZVPD
Sm -0.4014 -0.1273 -0.1786
C 0.8593 3.1548 1.1149
C 0.7529 2.9827 -0.2934
C -1.3573 3.3474 0.5637
C -0.4402 3.3732 1.6415
C -0.6274 3.0969 -0.6382
C 2.1218 3.1345 1.8792
H 2.7923 2.3205 1.5694
H 1.9323 2.9999 2.9482
H 2.6873 4.0728 1.7735
C -0.7937 3.6185 3.0582
H 0.0989 3.6432 3.7019
H -1.4684 2.8250 3.4261
H -1.3231 4.5821 3.1594
C -2.8053 3.5810 0.6893
H -3.0895 4.6154 0.4354
H -3.1588 3.3706 1.7088
H -3.3641 2.9155 0.0195
C -1.2279 3.0149 -1.9923
H -1.3472 4.0090 -2.4584
H -2.2272 2.5492 -1.9656
H -0.5979 2.4235 -2.6713
C 1.8667 2.7787 -1.2566
H 2.2300 3.7356 -1.6754
H 1.5625 2.1471 -2.1099
H 2.7176 2.2829 -0.7692
C 1.5242 -3.3713 0.3950
C 2.9618 -3.0005 0.4713
C 3.8004 -3.3793 -0.7759
C 3.1845 -3.1975 -2.1624
C 2.1903 -2.0660 -2.2561
C 0.8253 -2.5412 -2.6756
C 0.2487 -3.7594 -1.9017
C 0.9252 -4.2769 -0.5800
H 4.0549 -4.4408 -0.6644
H 2.7327 -4.1310 -2.5308
H 4.7588 -2.8468 -0.7890
H 1.5915 -5.1067 -0.8658
H 0.9649 -3.2829 1.3340
H 3.4887 -3.5111 1.3073
H 0.0985 -4.7745 -0.0307
H -0.8211 -3.6142 -1.6958
H 0.8550 -2.8581 -3.7417
H 0.3036 -4.6093 -2.6109
H 3.9984 -2.9990 -2.8918
H 2.5735 -1.3570 -3.0081
P 3.1320 -1.2123 0.9535
C 2.7214 -1.2501 2.7258
C 4.4504 -0.2441 0.2446
P 0.0109 -0.9241 -2.8367
C 1.7591 -0.6986 -0.0974
C 0.4884 -0.1002 -4.3588
C -1.7374 -1.3323 -2.7253
H 1.7721 -0.6986 2.8828
H 3.5154 -0.7381 3.3006
H 2.6225 -2.2805 3.1389
H 4.5917 -0.4463 -0.8293
H 5.4020 -0.3889 0.7699
H 4.1182 0.7967 0.3628
H -1.9770 -2.2812 -2.2172
H -2.0190 -1.3958 -3.7846
H -2.3040 -0.5276 -2.2168
H 0.9735 -1.4787 0.2760
H 2.0431 -1.3090 -1.1238
H -0.2099 0.7505 -4.4347
H 0.4140 -0.7263 -5.2631
H 1.5102 0.3117 -4.2883
Br -5.0812 1.1810 -0.5079
C -5.1309 0.6942 1.3298
C -6.3800 0.7358 1.9549
C -6.5099 0.4503 3.3147
C -5.3658 0.1767 4.0723
C -4.1093 0.1238 3.4620
C -3.9905 0.3022 2.0712
C -2.6915 0.0334 1.3841
O -1.5368 0.1921 1.9524
O -2.7247 -0.3652 0.1585
H -7.2560 0.9810 1.3697
H -7.4964 0.4384 3.7696
H -5.4551 -0.0025 5.1450
H -3.2015 -0.0916 4.0375
```

Calculated values
2S+1: 6
ΔE to the lowest compared entry with this formula, charge and spin, kcal per mole: 139.6
Charge: +1
DFT total energy, eV: -142445.0635

=====

Question: Number 1 is which compound?
Answer: C30H44N2O4P2V